1.
This record from the Open Molecules 2025 dataset describes an isolated molecule of C10H8N4O. The level of theory is the ωB97M-V functional and the def2-TZVPD basis.

Structure (ORCA input):
```
! wB97M-V def2-TZVPD RIJCOSX def2/J DEFGRID3
* xyz 0 1
C 0.324 0.976 -1.656
C 1.742 2.037 2.130
C -1.884 -1.357 1.239
C -1.841 -0.541 0.182
C -1.219 -1.007 2.581
C -1.113 0.764 0.312
C -0.317 0.008 2.562
C -0.054 0.810 1.349
C 1.778 -0.473 -2.935
C 1.171 0.846 -2.652
N -0.683 1.003 -1.018
N 2.579 2.301 2.896
N 0.958 -1.523 -2.650
N 0.869 1.708 1.242
O 2.946 -0.500 -3.295
H -2.577 -2.243 1.076
H -2.260 -0.802 -0.712
H -1.428 -1.430 3.507
H -1.981 1.404 0.674
H 0.166 0.234 3.556
H 1.555 1.775 -2.987
H -0.044 -1.555 -2.372
H 1.316 -2.436 -3.032
*
```

Computed properties:
orbital gap	7.5	eV
SMILES string	N#C/N=C1\C=CC=C[C@@H]1N=C=CC(N)=O
energy relative to the best compared isomer or geometry (same formula, charge and spin)	152.7	kJ/mol

Results of the Löwdin charge analysis, in e, for atoms 1 through 8: -0.09, -0.36, -0.05, -0.06, -0.01, -0.26, -0.01, -0.19

***

2.
This record from the Open Molecules 2025 dataset describes an isolated molecule of C10H8O. The level of theory is the ωB97M-V functional and the def2-TZVPD basis.

Structure (ORCA input):
```
! wB97M-V def2-TZVPD RIJCOSX def2/J DEFGRID3
* xyz 0 1
C -2.754 -1.496 0.015
C -2.742 -0.146 0.281
C -1.447 0.504 0.255
C -0.321 -0.140 0.022
C -0.355 -1.483 -0.299
C -1.581 -2.144 -0.376
C 1.011 0.590 0.045
C 2.234 0.215 0.235
C 3.081 1.460 0.091
C 2.224 2.454 -0.144
H -3.547 -2.197 -0.133
H -3.486 0.412 0.476
H -1.463 1.617 0.511
H 0.701 -2.220 -0.546
H -1.584 -3.242 -0.470
H 2.600 -0.796 0.659
H 4.135 1.323 0.018
H 2.375 3.352 -0.342
O 0.918 1.937 -0.298
*
```

Computed properties:
orbital gap	9.7	eV
SMILES string	c1ccc(-c2ccco2)cc1
energy relative to the best compared isomer or geometry (same formula, charge and spin)	323.0	kJ/mol

Results of the Löwdin charge analysis, in e, for atoms 1 through 8: -0.09, -0.02, -0.02, -0.21, -0.05, -0.11, -0.25, -0.03

***

3.
This record from the Open Molecules 2025 dataset describes an isolated molecule of C10H8O3. The level of theory is the ωB97M-V functional and the def2-TZVPD basis.

Structure (ORCA input):
```
! wB97M-V def2-TZVPD RIJCOSX def2/J DEFGRID3
* xyz 0 1
C -1.402 -1.551 0.022
C 3.557 -0.228 0.018
C 2.905 -1.412 0.003
C 2.853 0.985 -0.089
C 1.538 -1.428 0.163
C 1.418 0.977 -0.121
C 0.753 -0.249 0.112
C -0.675 -0.429 0.138
C -2.810 0.360 0.069
C -3.830 1.539 -0.064
O -1.323 -2.724 0.016
O -2.906 -0.881 -0.009
O -1.578 0.792 0.125
H 4.699 -0.336 0.043
H 3.569 -2.242 0.049
H 3.465 1.954 -0.223
H 1.071 -2.315 0.225
H 0.792 1.947 -0.170
H -3.361 2.431 0.144
H -4.664 1.265 0.609
H -4.072 1.545 -1.060
*
```

Computed properties:
orbital gap	8.1	eV
energy relative to the best compared isomer or geometry (same formula, charge and spin)	214.5	kJ/mol

Results of the Löwdin charge analysis, in e, for atoms 1 through 8: -0.34, -0.14, -0.10, -0.08, -0.01, -0.03, -0.16, -0.07

***

4.
This record from the Open Molecules 2025 dataset describes a structure of composition C10H8S4. The level of theory is the ωB97M-V functional and the def2-TZVPD basis.

Structure (ORCA input):
```
! wB97M-V def2-TZVPD RIJCOSX def2/J DEFGRID3
* xyz 0 1
C -3.622 0.343 1.406
C -2.310 0.316 1.146
C -1.938 -0.052 -0.198
C -0.607 -0.164 -0.390
C 0.167 0.143 0.793
C 1.479 -0.037 0.756
C -4.468 -0.055 0.240
C 3.052 0.143 -1.312
C 3.960 0.191 -0.085
C 1.884 -0.738 -0.995
S -0.889 0.635 2.128
S -3.339 -0.265 -1.201
S 0.316 -0.527 -1.842
S 2.964 0.375 1.469
H -4.078 0.605 2.343
H -4.964 -1.015 0.399
H -5.225 0.691 -0.008
H 2.692 1.144 -1.561
H 3.632 -0.250 -2.153
H 4.531 -0.733 0.012
H 4.646 1.034 -0.110
H 2.118 -1.784 -0.836
*
```

Computed properties:
orbital gap	7.4	eV
energy relative to the best compared isomer or geometry (same formula, charge and spin)	0.0	kJ/mol

Results of the Löwdin charge analysis, in e, for atoms 1 through 8: -0.15, -0.57, -0.60, -0.57, -0.60, -0.50, -0.42, -0.30

***

5.
This record from the Open Molecules 2025 dataset describes a structure of composition C10H9AlBiI2N3O4S. The level of theory is the ωB97M-V functional and the def2-TZVPD basis.

Structure (ORCA input):
```
! wB97M-V def2-TZVPD RIJCOSX def2/J DEFGRID3
* xyz 4 1
I 2.704 -2.648 -0.032
I 1.888 3.165 -0.612
Bi -0.058 1.774 1.305
Al 0.584 -1.418 0.886
S 1.088 0.188 -0.573
C -1.424 -1.652 0.710
C -1.904 -1.762 1.991
C 0.637 -0.001 -2.445
C 1.512 0.943 -3.247
C -0.829 0.324 -2.581
C 0.928 -1.435 -2.839
C -1.742 2.186 3.604
C -2.019 2.055 0.070
O -2.661 -1.703 2.890
O -2.175 -1.587 -0.283
O -2.391 2.494 4.495
O -2.762 2.717 -0.512
H 1.252 0.829 -4.317
H 2.577 0.710 -3.109
H 1.351 1.998 -2.972
H -1.106 0.162 -3.632
H -1.040 1.362 -2.322
H -1.437 -0.333 -1.948
H 0.696 -1.548 -3.912
H 0.311 -2.142 -2.274
H 1.984 -1.691 -2.680
N 0.867 -0.788 2.581
C 1.052 -0.657 3.752
N 1.396 -0.445 4.938
C 0.649 -0.529 6.020
N 0.072 -0.570 7.046
*
```

Computed properties:
orbital gap (alpha / beta)	4.6 / 4.0	eV
energy relative to the best compared isomer or geometry (same formula, charge and spin)	383.0	kJ/mol

Results of the Löwdin charge analysis, in e, for atoms 1 through 8: 1.10, 0.84, 1.36, -0.32, 0.44, -0.32, 0.10, -0.76

***

6.
This record from the Open Molecules 2025 dataset describes an isolated molecule of C10H9Cl4NO4. The level of theory is the ωB97M-V functional and the def2-TZVPD basis.

Structure (ORCA input):
```
! wB97M-V def2-TZVPD RIJCOSX def2/J DEFGRID3
* xyz 0 1
Cl -0.580 4.780 2.421
C 0.269 3.300 2.208
C -0.410 2.194 1.782
Cl -2.115 2.161 1.553
C 0.141 0.765 2.039
O -0.111 0.323 3.205
C 1.708 0.807 1.915
O 2.275 -0.239 1.611
C 2.371 2.028 2.361
Cl 4.036 1.879 2.665
C 1.681 3.219 2.525
Cl 2.505 4.612 3.051
C -0.701 -3.555 -3.651
C -1.365 -2.377 -2.984
O -0.358 -1.599 -2.259
C -0.889 -0.889 -1.254
C 0.068 0.014 -0.490
N -0.353 -0.109 0.937
O -2.069 -0.931 -0.950
H -1.404 -4.003 -4.362
H 0.205 -3.275 -4.197
H -0.444 -4.335 -2.923
H -1.821 -1.715 -3.732
H -2.140 -2.726 -2.295
H 1.111 -0.299 -0.603
H -0.068 1.063 -0.794
H -0.158 -1.037 1.299
H -1.383 -0.055 0.921
*
```

Computed properties:
orbital gap	7.5	eV
SMILES string	CCOC(=O)C[NH2+][C@@]1([O-])C(=O)C(Cl)=C(Cl)C(Cl)=C1Cl

Results of the Löwdin charge analysis, in e, for atoms 1 through 8: 0.69, -0.70, -0.56, 0.76, -0.70, -0.02, -0.33, 0.07

***

7.
This record from the Open Molecules 2025 dataset describes an isolated molecule of C10H9ClFN3S. The level of theory is the ωB97M-V functional and the def2-TZVPD basis.

Structure (ORCA input):
```
! wB97M-V def2-TZVPD RIJCOSX def2/J DEFGRID3
* xyz 0 1
C -3.738 -0.954 -0.234
C -2.875 0.212 0.053
N -1.751 0.516 -0.553
C -1.333 1.641 0.074
N -2.140 2.051 1.030
N -3.125 1.131 1.009
H -3.896 1.203 1.654
S 0.115 2.486 -0.365
C 0.896 1.194 -1.421
C 1.698 0.249 -0.592
C 1.324 -1.083 -0.432
C 2.025 -1.966 0.370
C 3.147 -1.517 1.042
C 3.563 -0.205 0.900
C 2.844 0.660 0.091
Cl 3.385 2.289 -0.078
H 4.441 0.153 1.411
H 3.701 -2.191 1.675
H 1.686 -2.986 0.452
F 0.254 -1.552 -1.100
H 0.087 0.684 -1.940
H 1.528 1.744 -2.117
H -3.294 -1.853 0.190
H -4.729 -0.810 0.190
H -3.812 -1.095 -1.309
*
```

Computed properties:
orbital gap	9.1	eV
SMILES string	Cc1nc(SCc2c(F)cccc2Cl)n[nH]1

Results of the Löwdin charge analysis, in e, for atoms 1 through 8: -0.01, -0.38, 0.12, -0.71, 0.04, 0.04, 0.16, 0.95

***

8.
This record from the Open Molecules 2025 dataset describes a structure of composition C10H9CsN2O5SSe. The level of theory is the ωB97M-V functional and the def2-TZVPD basis.

Structure (ORCA input):
```
! wB97M-V def2-TZVPD RIJCOSX def2/J DEFGRID3
* xyz -2 1
Cs 1.056 -0.078 1.019
O -2.436 -2.566 2.588
C -1.540 -1.741 2.355
O -1.203 -1.231 1.243
C -0.693 -1.241 3.524
C -1.256 -0.747 4.690
C -0.415 -0.158 5.627
C 0.945 -0.068 5.369
C 1.431 -0.598 4.180
N 0.625 -1.199 3.297
C 2.885 -0.330 3.753
O 3.746 -0.413 4.638
O 2.990 0.019 2.540
H -2.324 -0.824 4.839
H -0.826 0.255 6.541
H 1.639 0.406 6.049
Se -0.561 7.437 -2.843
C -0.319 5.884 -1.910
N -0.166 4.897 -1.310
C -0.416 -4.333 0.515
S 0.781 -3.276 -0.285
C -0.338 -2.628 -1.527
O 1.738 -4.184 -1.007
H -0.839 -4.985 -0.252
H -1.188 -3.739 1.008
H 0.137 -4.920 1.249
H -1.079 -1.996 -1.030
H -0.801 -3.478 -2.031
H 0.263 -2.055 -2.231
*
```

Computed properties:
orbital gap	6.0	eV
energy relative to the best compared isomer or geometry (same formula, charge and spin)	100.9	kJ/mol

Results of the Löwdin charge analysis, in e, for atoms 1 through 8: 1.46, -0.02, -0.69, -0.34, -0.22, -0.02, -0.07, -0.02

***

9.
This record from the Open Molecules 2025 dataset describes a structure of composition C10H9F5NO4PS. The level of theory is the ωB97M-V functional and the def2-TZVPD basis.

Structure (ORCA input):
```
! wB97M-V def2-TZVPD RIJCOSX def2/J DEFGRID3
* xyz 0 1
N -1.271 -3.214 -2.147
P -1.018 -1.648 -2.238
C -1.538 -0.717 -0.673
C -0.908 -1.186 0.709
F -0.508 -2.521 0.647
F -1.868 -1.145 1.720
C 0.310 -0.337 1.194
C 0.417 0.120 2.587
C 1.580 0.943 2.936
C 2.614 1.323 1.992
C 2.527 0.838 0.622
C 3.548 1.145 -0.502
F 4.830 1.309 -0.033
F 3.179 2.162 -1.335
F 3.604 0.006 -1.309
C 1.382 0.022 0.264
C -1.425 0.807 -1.092
O -2.154 1.475 -0.068
S -3.634 0.679 -0.177
O -4.251 1.313 -1.319
O -4.265 0.840 1.105
O -2.977 -0.839 -0.430
H -0.390 -3.718 -2.275
H 0.367 -1.391 -2.465
H -1.839 -1.112 -3.288
H -0.365 -0.156 3.329
H 1.620 1.305 3.990
H 3.464 1.974 2.286
H 1.262 -0.342 -0.783
H -1.856 0.814 -2.139
H -0.417 1.255 -1.262
*
```

Computed properties:
orbital gap	8.9	eV

Results of the Löwdin charge analysis, in e, for atoms 1 through 8: -0.30, 0.81, -0.43, -0.37, 0.06, 0.07, -0.07, 0.03

***

10.
This record from the Open Molecules 2025 dataset describes an isolated molecule of C10H9F8IO4. The level of theory is the ωB97M-V functional and the def2-TZVPD basis.

Structure (ORCA input):
```
! wB97M-V def2-TZVPD RIJCOSX def2/J DEFGRID3
* xyz 0 1
O 2.012 4.722 0.507
C 1.393 4.030 1.326
O 1.908 3.349 2.504
C 1.351 2.026 2.317
I 1.834 0.431 3.709
C -0.218 2.408 2.078
C -0.731 1.143 1.238
C -2.219 1.281 0.644
O -2.664 -0.081 0.313
C -1.958 -0.586 -0.842
C -1.103 -1.911 -0.579
F -0.107 -1.795 0.433
F -1.999 -2.950 -0.133
C -0.431 -2.348 -1.972
F -0.331 -1.308 -2.936
F -1.275 -3.352 -2.544
C 1.051 -2.980 -1.826
F 1.319 -3.598 -3.104
F 1.125 -4.033 -0.875
C 2.206 -1.863 -1.625
F 2.860 -1.670 -2.896
F 3.221 -2.292 -0.703
O -0.004 3.663 1.344
H 1.832 1.676 1.322
H -0.766 2.550 3.085
H -0.721 0.198 1.890
H -0.027 1.043 0.324
H -2.944 1.708 1.429
H -2.282 1.985 -0.267
H -1.375 0.283 -1.299
H -2.768 -0.871 -1.621
H 1.812 -0.857 -1.241
*
```

Computed properties:
orbital gap	10.1	eV
SMILES string	O=C1O[C@@H](I)[C@H](CCOCC(F)(F)C(F)(F)C(F)(F)C(F)F)O1
energy relative to the best compared isomer or geometry (same formula, charge and spin)	279.7	kJ/mol

Results of the Löwdin charge analysis, in e, for atoms 1 through 8: 0.15, -0.36, -0.07, -0.70, 0.86, -0.25, -0.13, -0.16

***

Max |F| for every record listed, in sequence, given in eV/A: 4.3; 8.7; 5.0; 4.4; 12.3; 3.8; 0.8; 4.0; 3.8; 5.7.